# 1
C4H6O2 | ωB97M-V/def2-TZVPD

The geometry in ORCA input format:
```
! RIJCOSX wB97M-V def2-TZVPD def2/J DEFGRID3
* xyz 0 1
O 2.40026 0.95693 -0.66186
C 1.25580 0.73739 -0.34235
C 0.76558 -0.67984 -0.22370
C -0.71896 -0.73410 0.19906
C -1.05189 0.76807 0.30699
O 0.25724 1.60323 -0.05113
H 0.93054 -1.11502 -1.20837
H 1.42857 -1.14883 0.50136
H -1.30864 -1.27185 -0.56271
H -0.83829 -1.29054 1.14503
H -1.32558 1.07617 1.32088
H -1.79462 1.09840 -0.42321
*
```

Values from the calculation:
Highest occupied orbital energy, eV: -10.12
Strongest force on any atom, eV/Å: 1.99
ΔE to the lowest compared entry with this formula, charge and spin, eV: 0.5168
SMILES: O=C1CCCO1

***

# 2
C4H6O2 | ωB97M-V/def2-TZVPD

The geometry in ORCA input format:
```
! RIJCOSX wB97M-V def2-TZVPD def2/J DEFGRID3
* xyz 0 1
C -1.24103 -0.62723 -0.28840
C -0.16174 0.41148 0.36528
C 1.16160 -0.17719 0.72260
O 1.73728 0.31608 -0.43039
C 0.47633 0.93574 -0.83915
O 0.29896 1.62534 -1.78986
H -1.55299 -1.23523 0.54943
H -2.10900 -0.11055 -0.66999
H -0.88506 -1.29150 -1.06521
H -0.60801 1.13396 1.04479
H 1.29742 -1.23369 0.81018
H 1.62142 0.28401 1.58541
*
```

Values from the calculation:
Highest occupied orbital energy, eV: -10.50
Strongest force on any atom, eV/Å: 3.98
ΔE to the lowest compared entry with this formula, charge and spin, eV: 1.3066

***

# 3
C4H6O2 | ωB97M-V/def2-TZVPD

The geometry in ORCA input format:
```
! RIJCOSX wB97M-V def2-TZVPD def2/J DEFGRID3
* xyz 0 1
O 0.08211 1.51917 2.13406
C 0.45464 1.07451 1.07812
C 0.65814 -0.39574 0.78629
C -0.20598 -0.87504 -0.36325
C -0.73877 0.03974 -1.37666
O -1.56621 -0.47720 -0.34464
H 0.68056 1.74982 0.22550
H 1.71153 -0.55826 0.51534
H 0.44513 -0.96067 1.69849
H -0.05722 -1.91728 -0.65263
H -0.52042 1.10480 -1.31199
H -0.94351 -0.30385 -2.38862
*
```

Values from the calculation:
Highest occupied orbital energy, eV: -10.02
Strongest force on any atom, eV/Å: 0.52
ΔE to the lowest compared entry with this formula, charge and spin, eV: 2.0568
SMILES: O=CC[C@@H]1CO1

***

# 4
C4H6O2 | ωB97M-V/def2-TZVPD

The geometry in ORCA input format:
```
! RIJCOSX wB97M-V def2-TZVPD def2/J DEFGRID3
* xyz 0 1
C -1.52712 0.21559 0.08372
O -0.60430 0.92734 -0.71148
C 0.51145 0.04588 -0.84466
C 1.37124 0.34419 0.34650
C 0.42614 -0.82986 0.35708
O -0.80602 -0.59332 0.98780
H -2.12582 -0.39595 -0.59822
H -2.14894 0.89749 0.67064
H 0.78548 -0.21078 -1.86286
H 2.45246 0.22570 0.42656
H 0.82065 1.24529 0.64486
H 0.73965 -1.87352 0.35624
*
```

Values from the calculation:
Highest occupied orbital energy, eV: -9.61
Strongest force on any atom, eV/Å: 1.69
ΔE to the lowest compared entry with this formula, charge and spin, eV: 2.6436
SMILES: C1O[C@H]2C[C@H]2O1

***

# 5
C4H6O2 | ωB97M-V/def2-TZVPD

The geometry in ORCA input format:
```
! RIJCOSX wB97M-V def2-TZVPD def2/J DEFGRID3
* xyz 0 1
C -1.85828 -0.73356 -1.36302
O -1.37873 -0.17431 -0.28204
C 0.03620 -0.34581 -0.14713
C 0.66487 -0.36487 1.24716
O 1.56326 0.69085 0.87036
C 0.80823 0.95461 -0.32024
H -2.89905 -0.33962 -1.38873
H 0.32653 -1.16540 -0.80400
H 1.20652 -1.27614 1.52019
H -0.00831 -0.07054 2.06148
H 0.15630 1.83284 -0.21072
H 1.42789 1.05510 -1.21596
*
```

Values from the calculation:
Highest occupied orbital energy, eV: -8.98
Strongest force on any atom, eV/Å: 0.55
ΔE to the lowest compared entry with this formula, charge and spin, eV: 4.7591

***

# 6
C4H6O2 | ωB97M-V/def2-TZVPD

The geometry in ORCA input format:
```
! RIJCOSX wB97M-V def2-TZVPD def2/J DEFGRID3
* xyz 0 1
C -1.98986 -0.25722 0.73395
C -0.61314 0.18660 0.31221
C -0.33036 0.52864 -0.92238
O -0.05009 0.80418 -2.02747
H -2.52570 0.54796 1.24730
H -2.58583 -0.56800 -0.12870
H -1.91996 -1.10949 1.41588
H 0.20039 0.28943 1.02723
C 2.45936 -0.11438 -0.42114
O 2.56240 0.52787 0.59517
H 1.70925 -0.92075 -0.52151
H 3.08353 0.08516 -1.31054
*
```

Values from the calculation:
Highest occupied orbital energy, eV: -8.91
Strongest force on any atom, eV/Å: 0.91
ΔE to the lowest compared entry with this formula, charge and spin, eV: 2.2283
SMILES: CC=C=O.C=O